# C7H9N

A cluster of 2 separate species, C7H9N in total at a distorted geometry (ωB97M-V/def2-TZVPD, OMol25).

HOMO = -0.308 Ha
frontier orbital gap = 8.84 eV
total charge = 0
DFT total energy = -8891.312 eV

Last column: Löwdin charge in e.
CARTESIAN COORDINATES (ANGSTROEM)
H: 1.58623 -1.58917 0.02428  0.059
C: -0.29350 0.97763 0.72731  -0.122
H: 0.57926 -0.73763 1.87398  0.172
H: -1.40239 2.44711 -0.34151  0.108
C: -0.11879 -0.39279 0.93586  -0.232
C: -0.92404 -1.36669 0.35785  -0.145
H: -0.94458 -2.42432 0.59680  0.102
N: -2.12821 -1.03309 -0.37608  0.052
H: 2.44859 1.17088 -1.19292  0.079
H: 0.87256 -0.83921 -1.50103  0.074
H: -3.26198 0.56212 -1.02705  0.105
C: -1.41741 1.36551 -0.04724  -0.066
H: 2.99239 0.33759 0.35159  0.039
H: 0.47936 1.61912 1.31490  0.145
C: 2.28534 0.32370 -0.45146  -0.086
C: 1.48904 -0.74973 -0.63391  -0.129
C: -2.24185 0.32900 -0.61139  -0.156

Cartesian forces (eV/Å) of the 2 atoms listed first:
H 0.040 -0.240 -0.045
C -0.828 0.112 0.830